Entry 1:
2 unconnected molecules or ions with the total composition C8H21NO3S, computed with the ωB97M-V functional and the def2-TZVPD basis.

Geometry as XYZ:
```
34
Properties=species:S:1:pos:R:3:forces:R:3
C 0.18489 0.35077 -1.28175 -0.068 -0.218 0.148
C 0.09706 0.24213 0.21405 -0.564 -0.154 -0.744
O 1.16136 1.04256 0.91044 -0.221 0.185 0.263
S 2.44665 0.21339 1.20175 0.122 -0.547 -0.147
C 2.40818 -0.08297 2.96530 0.084 0.391 0.265
C 1.28747 -1.02931 3.37878 -0.315 -0.343 0.165
O 1.84358 -2.32803 3.47089 0.348 0.219 -0.057
C 0.67226 -0.55877 4.70891 0.300 0.307 -0.161
N -0.22733 0.55638 4.45947 0.113 -0.095 -0.203
H -0.47307 1.12875 -1.65109 0.208 0.114 -0.140
H -0.21842 -0.56614 -1.72319 -0.270 0.127 -0.218
H 1.20689 0.47677 -1.64251 0.093 0.063 0.060
H 0.15610 -0.79578 0.54035 0.264 0.014 0.234
H -0.83022 0.66525 0.58637 0.068 0.043 0.194
H 3.34388 1.21112 1.19740 0.117 0.123 0.053
H 2.31866 0.87853 3.46777 -0.073 0.109 -0.145
H 3.37440 -0.52148 3.22470 0.027 -0.085 -0.035
H 0.46319 -1.01114 2.66569 0.017 0.070 -0.141
H 1.20996 -2.97543 3.16324 -0.189 -0.198 -0.016
H 0.17271 -1.41460 5.15669 -0.080 -0.001 0.061
H 1.48389 -0.24651 5.37053 -0.006 -0.237 0.190
H 0.10212 1.42964 4.83532 -0.109 0.033 0.156
H -1.17210 0.38537 4.76102 -0.052 0.052 0.038
C -1.98886 -0.72370 -5.34599 -0.174 0.117 -0.213
C -2.36609 0.10950 -4.10482 0.547 -0.277 0.162
C -1.52402 1.39636 -4.11011 0.006 0.310 -0.103
O -2.12775 -0.56965 -2.94651 -0.264 0.069 -0.038
H -0.93169 -1.00131 -5.29895 0.011 -0.024 0.076
H -2.58527 -1.63742 -5.37462 0.033 -0.036 0.067
H -2.15995 -0.17882 -6.28592 0.004 -0.007 0.046
H -3.42548 0.43263 -4.27280 -0.026 -0.124 0.211
H -0.47705 1.08851 -4.01648 0.043 0.133 0.003
H -1.80535 1.98657 -3.23246 0.084 0.026 0.007
H -1.62059 2.04684 -4.99151 -0.077 -0.161 -0.039
```
Forces are in eV/Å.

## Properties
E_HOMO = -4.89 eV
calculated total energy = -995.84149 Ha
molar mass = 211.33 g mol⁻¹
LUMO energy = -1.1712 eV
frontier orbital gap = 0.1368 hartree

Here are the Löwdin charges for atoms 1 to 8, given in e:
1. C -0.08
2. C -0.23
3. O -0.42
4. S 1.18
5. C -0.29
6. C -0.43
7. O -0.01
8. C -0.22


Entry 2:
A single C6H8 molecule, computed with the ωB97M-V functional and the def2-TZVPD basis.

Geometry as XYZ:
```
14
Properties=species:S:1:pos:R:3:forces:R:3
C -1.19877 0.22630 1.02165 0.081 0.153 -0.105
C -1.31956 0.59278 -0.25616 -0.005 -0.096 0.144
C -0.22574 0.00811 -1.07897 -0.199 -0.032 -0.234
C 1.22810 0.37556 -0.94252 0.093 0.075 0.075
C 0.64538 -0.79824 -0.16276 0.031 -0.006 0.028
C 0.16266 -0.42505 1.25600 0.045 0.019 -0.013
H -1.90535 0.44043 1.82145 0.256 0.193 -0.135
H -2.08311 1.21914 -0.70966 -0.085 -0.231 0.271
H -0.48173 -0.42882 -2.03887 -0.056 0.170 0.002
H 1.57699 1.19024 -0.31323 -0.397 0.113 -0.112
H 1.77575 0.33353 -1.88467 0.138 -0.585 0.437
H 0.81956 -1.85631 -0.35965 0.288 0.394 -0.134
H 0.80241 0.36968 1.66600 0.032 -0.229 0.076
H 0.20342 -1.24734 1.98137 -0.223 0.063 -0.302
```
Forces are in eV/Å.

## Properties
E_HOMO = -8.76 eV
calculated total energy = -233.35570 Ha
molar mass = 80.13 g mol⁻¹
LUMO energy = 1.2402 eV
ΔE to the lowest compared entry with this formula, charge and spin = 19.65 kcal/mol
frontier orbital gap = 0.3675 hartree

Here are the Löwdin charges for atoms 1 to 8, given in e:
1. C -0.08
2. C -0.07
3. C -0.27
4. C -0.07
5. C -0.23
6. C -0.15
7. H 0.10
8. H 0.10


Entry 3:
A molecular structure, C19H14BeCl5N5O2S, computed with the ωB97M-V functional and the def2-TZVPD basis.

Geometry as XYZ:
```
47
Properties=species:S:1:pos:R:3:forces:R:3
Be 2.00249 0.90301 0.03187 -0.042 0.003 0.050
Cl 5.24475 2.77813 -5.55868 0.001 -0.003 -0.001
C 4.14796 2.45006 -4.27604 0.010 0.001 -0.010
C 4.63153 2.14033 -3.00766 -0.044 0.001 0.005
Cl 6.31729 2.06866 -2.69525 0.020 0.000 0.004
C 3.72759 1.88875 -1.99035 0.013 0.002 -0.011
Cl 4.24005 1.47766 -0.37897 0.042 -0.005 0.019
C 2.34249 1.94117 -2.17074 -0.001 0.004 -0.016
O 1.52689 1.72639 -1.16726 -0.026 0.012 -0.035
C 1.87808 2.22488 -3.46019 0.007 0.001 0.007
Cl 0.17647 2.21115 -3.71155 -0.016 0.000 0.001
C 2.76880 2.48284 -4.49550 -0.011 0.004 -0.008
Cl 2.16399 2.83730 -6.06299 0.002 0.000 0.000
N 1.50032 1.23126 1.52232 0.217 -0.050 0.076
C 0.96758 1.21462 2.56553 -0.325 0.012 -0.125
N 0.39940 1.08388 3.68419 0.089 0.008 0.016
C -0.54550 1.92043 4.09837 0.086 0.023 0.053
N -1.37940 2.60141 4.51662 -0.045 -0.018 -0.026
C -0.93631 -4.27549 1.96364 0.000 -0.003 -0.003
C 0.39467 -3.54332 2.07732 0.002 0.005 0.005
C 0.24858 -2.02878 2.04410 0.008 -0.014 -0.002
N -0.34768 -1.56144 0.78888 -0.014 0.012 0.004
C 0.31745 -1.17950 -0.27914 0.002 -0.008 0.002
S 2.04175 -1.23133 -0.36023 0.012 0.000 0.000
N -0.34655 -0.73704 -1.37701 -0.012 0.013 -0.006
C -1.72891 -0.47898 -1.59512 0.027 0.006 -0.018
O -2.17424 -0.64968 -2.69735 -0.003 -0.001 0.004
C -2.51500 0.04770 -0.45022 -0.014 -0.008 0.021
C -1.99161 1.04612 0.37099 0.009 -0.005 -0.027
C -2.75664 1.54614 1.41127 -0.005 0.002 0.013
C -4.02821 1.03351 1.64237 0.004 0.005 0.000
C -4.55184 0.04644 0.81843 0.005 -0.001 -0.005
C -3.80112 -0.44013 -0.24122 -0.005 0.001 0.002
H -0.79659 -5.35370 2.03061 0.000 -0.001 -0.001
H -1.42544 -4.07279 1.00849 -0.001 0.000 -0.002
H -1.61878 -3.97787 2.76275 0.001 0.001 0.001
H 1.07119 -3.84835 1.27541 -0.001 0.001 -0.003
H 0.88595 -3.80219 3.01776 -0.002 0.000 0.001
H 1.21341 -1.54136 2.15735 -0.005 -0.003 -0.002
H -0.40377 -1.67965 2.84571 0.000 0.008 0.001
H -1.35596 -1.48966 0.76549 0.006 -0.007 0.002
H 0.21936 -0.65772 -2.21159 0.004 0.003 0.008
H -1.00059 1.44083 0.17673 0.008 0.001 0.004
H -2.36803 2.32486 2.05365 0.002 0.000 0.000
H -4.61186 1.41483 2.46982 -0.001 0.000 0.001
H -5.54669 -0.33919 0.99651 -0.001 -0.002 0.000
H -4.19733 -1.19417 -0.90915 -0.004 0.000 0.001
```
Forces are in eV/Å.

## Properties
E_HOMO = -8.85 eV
calculated total energy = -3870.76391 Ha
molar mass = 562.70 g mol⁻¹
LUMO energy = -0.6136 eV
ΔE to the lowest compared entry with this formula, charge and spin = 0.00 kcal/mol
frontier orbital gap = 0.3027 hartree

Here are the Löwdin charges for atoms 1 to 8, given in e:
1. Be -0.14
2. Cl 0.69
3. C -0.71
4. C -0.70
5. Cl 0.71
6. C -0.55
7. Cl 0.84
8. C -0.43


Entry 4:
2 unconnected molecules or ions with the total composition C5H6N in a non-equilibrium geometry, computed with the ωB97M-V functional and the def2-TZVPD basis.

Geometry as XYZ:
```
12
Properties=species:S:1:pos:R:3:forces:R:3
C 1.83125 -0.23347 -0.10392 -0.189 0.519 -0.205
C 3.08831 0.01275 0.01618 -3.031 3.441 -1.618
C -0.34446 -0.88834 -0.57646 1.640 -0.254 -0.071
C -1.06829 0.44613 -0.57627 0.480 1.112 -0.691
C -0.98822 -0.31573 0.65342 0.358 -0.087 0.171
N -2.26680 -0.19804 -0.15486 -2.422 -0.803 1.594
H 3.78696 -0.58557 0.36894 3.068 -3.402 1.676
H 3.56476 1.00740 -0.20228 -1.008 -0.605 -0.058
H -1.09330 1.47812 -0.94060 0.502 -0.607 0.153
H -0.80545 -0.14108 1.74117 -0.600 -0.354 -1.198
H -2.86520 0.37654 0.43336 -0.487 0.171 -0.472
H -2.83955 -0.95871 -0.65868 1.690 0.867 0.719
```
Forces are in eV/Å.

## Properties
E_HOMO = -13.60 eV
calculated total energy = -248.24101 Ha
molar mass = 80.11 g mol⁻¹
LUMO energy = -4.9397 eV
ΔE to the lowest compared entry with this formula, charge and spin = 235.12 kcal/mol
frontier orbital gap = 0.3183 hartree
total charge = +1

Here are the Löwdin charges for atoms 1 to 8, given in e:
1. C 0.23
2. C 0.00
3. C 0.14
4. C -0.23
5. C -0.16
6. N 0.12
7. H 0.03
8. H 0.13